# 1
54
Properties=species:S:1:pos:R:3:lowdin_charge:R:1 method="wB97M-V/def2-TZVPD" de_lowest_kj_mol=276.7 e_homo_ev="-14.105 / -14.116" total_energy_ha=-1983.60944 lumo_energy_ev="-10.524 / -10.521" total_charge=+2
Ru -0.8447 -0.0356 -0.4631 1.44
Cl -1.5482 7.8551 -1.2958 0.92
C -1.8295 6.1963 -1.3664 -0.57
C -2.9831 5.6996 -2.0230 -0.03
C -3.2131 4.3629 -2.0752 0.09
C -2.3044 3.4173 -1.4536 -0.27
O -2.5293 2.1968 -1.4584 0.10
C -1.1156 3.9570 -0.8074 -0.05
C -0.1099 3.1169 -0.2001 -0.10
O -0.0504 1.8899 -0.1238 -0.06
C -0.9044 5.3140 -0.7713 0.00
H -3.6697 6.4034 -2.4743 0.14
H -4.0899 3.9594 -2.5641 0.15
H 0.7207 3.6606 0.2688 0.15
H -0.0256 5.7277 -0.2909 0.14
O -2.0252 -0.2272 -2.2442 -0.19
C -2.5310 -1.4809 -2.6817 -0.11
C -2.1491 -2.4792 -1.6338 -0.21
C -2.5279 -3.8018 -1.7694 0.02
C -2.2173 -4.7078 -0.7745 0.00
C -1.5341 -4.2526 0.3429 -0.01
C -1.1742 -2.9280 0.4130 -0.08
N -1.4612 -2.0377 -0.5606 0.01
H -2.3817 0.5629 -2.6836 0.11
H -2.1115 -1.7465 -3.6537 0.15
H -3.6190 -1.4348 -2.7605 0.15
H -3.0724 -4.1049 -2.6537 0.14
H -2.5092 -5.7452 -0.8631 0.13
H -1.2766 -4.9120 1.1590 0.13
H -0.6452 -2.5622 1.2747 0.10
C 3.1124 1.5164 1.6923 -0.06
C 3.6308 0.1900 1.1532 -0.14
C 2.6288 -0.9943 1.2787 -0.30
C 3.3001 -2.2846 0.7650 -0.15
C 2.3981 -3.5098 0.8013 -0.06
C 2.2764 -1.1466 2.7639 -0.38
O 3.0857 -1.5329 3.5540 0.17
N 0.9878 -0.7785 3.2046 0.23
C -0.0656 -0.4009 2.4150 -0.53
O -1.1778 -0.1181 2.7805 0.11
N 0.2471 -0.4003 1.0492 -0.06
C 1.4189 -0.6744 0.4757 -0.43
O 1.3227 -0.6055 -0.7785 0.04
H 3.8585 2.2948 1.5412 0.09
H 2.9094 1.4687 2.7634 0.09
H 2.1975 1.8291 1.1817 0.05
H 4.5276 -0.1158 1.6923 0.14
H 3.8947 0.2768 0.0980 0.13
H 4.1807 -2.4416 1.3866 0.13
H 3.6446 -2.0948 -0.2526 0.13
H 2.0154 -3.6988 1.8077 0.09
H 2.9542 -4.3958 0.5000 0.09
H 1.5574 -3.4097 0.1103 0.06
H 0.8277 -0.8369 4.2042 0.18

# 2
60
Properties=species:S:1:pos:R:3:lowdin_charge:R:1 method="wB97M-V/def2-TZVPD" de_lowest_kj_mol=239.9 e_homo_ev=-7.821 total_energy_ha=-1906.51974 lumo_energy_ev=0.492 total_charge=0
O -2.3296 -0.1482 -1.8550 0.09
C -2.8669 0.6490 -1.1190 -0.43
N -2.2619 1.7750 -0.6527 0.14
C -0.8844 2.0517 -0.6603 -0.23
C -0.0476 1.6054 -1.6705 0.00
C 1.3224 1.8542 -1.6311 0.01
C 1.8187 2.5265 -0.5439 -0.21
C 0.9725 2.9877 0.4681 -0.21
C -0.3811 2.7869 0.4230 0.05
O 1.7091 3.6247 1.4240 0.04
C 3.0586 3.3950 1.0690 -0.15
O 3.1054 2.8821 -0.2460 0.02
C -4.3349 0.5084 -0.6875 -0.21
C -4.5981 0.7377 0.8096 -0.12
C -4.2756 -0.5529 1.5902 -0.14
N -3.3687 -1.4102 0.8711 -0.09
C -2.0065 -1.2995 0.9875 -0.22
C -1.3860 -0.2292 1.6498 -0.01
C -0.0112 -0.1363 1.7139 -0.05
C 0.7794 -1.1213 1.1552 -0.27
S 2.5492 -0.9876 1.2551 0.70
O 2.8985 0.0795 2.1522 -0.29
O 3.0891 -2.2930 1.5412 -0.28
N 3.0073 -0.4461 -0.2797 -0.22
C 2.7291 -1.3312 -1.3939 -0.16
C 3.7542 -2.4666 -1.4793 -0.19
O 5.0607 -1.9392 -1.5785 -0.12
C 5.3654 -1.1415 -0.4524 -0.18
C 4.3826 0.0251 -0.3172 -0.17
C 0.1899 -2.2394 0.5865 -0.06
C -1.1804 -2.3221 0.4900 0.01
C -3.9767 -1.9617 -0.3232 -0.15
C -4.8314 -0.8971 -1.0440 -0.12
H -2.7947 2.3673 -0.0326 0.13
H -0.4646 1.0457 -2.4895 0.11
H 1.9689 1.5269 -2.4259 0.12
H -1.0236 3.1564 1.2061 0.13
H 3.4940 2.6589 1.7675 0.13
H 3.6159 4.3394 1.1159 0.14
H -4.8948 1.2511 -1.2680 0.15
H -4.0157 1.5718 1.2020 0.09
H -5.6506 0.9914 0.9488 0.12
H -3.8694 -0.3304 2.5771 0.12
H -5.1954 -1.1291 1.7366 0.13
H -1.9755 0.5514 2.1029 0.11
H 0.4707 0.6952 2.2017 0.11
H 1.7146 -1.7118 -1.2898 0.11
H 2.7872 -0.7299 -2.3073 0.13
H 3.5987 -3.0651 -2.3791 0.13
H 3.6731 -3.1022 -0.5870 0.11
H 6.3820 -0.7756 -0.6068 0.13
H 5.3249 -1.7534 0.4597 0.12
H 4.5650 0.5707 0.6071 0.11
H 4.4786 0.7077 -1.1668 0.13
H 0.8124 -3.0550 0.2527 0.12
H -1.6241 -3.2014 0.0516 0.12
H -3.1893 -2.2893 -0.9979 0.11
H -4.6011 -2.8232 -0.0558 0.13
H -5.8805 -0.9806 -0.7561 0.12
H -4.7578 -1.0527 -2.1192 0.12